1.
C52H63F32IN2O9S2 | ωB97M-V with the def2-TZVPD basis set

Its HOMO energy is -8.51 eV. The value obtained for the LUMO energy is -0.467 eV. The total energy comes out at -193081.716 eV. As for the total charge: 0.

Last column: Löwdin charge in e.
Atoms and positions in Å:
C -1.979 -2.956 -1.913  -0.067
C -2.755 -1.905 -2.715  -0.296
C -2.408 -0.493 -2.244  -0.595
I -2.824 0.927 -3.813  1.134
C -3.192 -0.107 -0.997  -0.274
O -2.426 0.779 -0.212  -0.095
C -2.954 1.054 1.079  -0.275
C -3.059 -0.213 1.931  -0.124
C -1.808 -1.101 1.806  -0.224
C -0.517 -0.371 2.197  -0.438
S 0.551 -1.347 3.297  0.967
C 1.875 -1.899 2.321  -1.108
S 2.958 -2.900 3.006  0.744
N 1.935 -1.370 0.990  -0.118
C 3.099 -0.526 0.795  -0.267
C 2.910 0.849 0.834  -0.006
C 3.994 1.701 0.636  -0.067
C 5.255 1.174 0.396  -0.065
C 5.440 -0.205 0.365  -0.056
C 4.362 -1.059 0.560  -0.027
C 1.700 -2.311 -0.065  -0.220
C 1.265 -3.621 0.159  -0.035
C 1.068 -4.486 -0.913  -0.085
C 1.284 -4.064 -2.221  -0.110
C 1.673 -2.742 -2.446  -0.089
C 1.874 -1.871 -1.384  -0.023
C -4.267 1.902 1.058  -0.370
C -4.415 2.540 2.471  -0.151
C -5.733 2.247 3.194  -0.071
C -4.082 2.968 -0.036  -0.067
C -4.884 4.256 -0.014  -0.406
C -4.270 5.399 -0.796  -0.039
N -5.998 4.461 0.549  0.166
O -5.333 0.963 0.839  -0.106
C -6.268 1.171 -0.193  -0.170
C -7.030 -0.132 -0.375  -0.177
O -8.275 0.172 -0.952  -0.072
C -8.914 -0.985 -1.396  -0.275
O -10.203 -0.613 -1.772  -0.078
C -10.853 -1.674 -2.446  -0.188
C -10.474 -1.622 -3.921  -0.241
O -10.658 -0.336 -4.480  -0.045
H -2.341 -3.034 -0.884  0.073
H -2.056 -3.937 -2.383  0.086
H -0.925 -2.677 -1.864  0.049
H -2.482 -2.008 -3.767  0.099
H -3.835 -2.069 -2.640  0.086
H -1.346 -0.412 -2.018  0.089
H -3.445 -1.022 -0.449  0.128
H -4.133 0.349 -1.304  0.077
H -2.212 1.701 1.557  0.148
H -3.935 -0.801 1.665  0.118
H -3.125 0.088 2.980  0.124
H -1.961 -1.962 2.461  0.102
H -1.712 -1.496 0.793  0.090
H 0.093 -0.169 1.319  0.063
H -0.720 0.561 2.723  0.075
H 1.912 1.233 1.015  0.111
H 3.834 2.772 0.650  0.086
H 6.095 1.836 0.228  0.103
H 6.424 -0.614 0.187  0.087
H 4.492 -2.133 0.519  0.110
H 1.098 -3.982 1.163  0.089
H 0.751 -5.503 -0.721  0.107
H 1.150 -4.733 -3.060  0.103
H 1.829 -2.382 -3.455  0.106
H 2.182 -0.854 -1.591  0.120
H -3.624 2.149 3.118  0.102
H -4.249 3.615 2.414  0.112
H -5.802 2.860 4.094  0.080
H -6.614 2.433 2.582  0.065
H -5.773 1.198 3.490  0.079
H -4.196 2.552 -1.040  0.105
H -3.028 3.257 0.003  0.134
H -4.929 5.698 -1.609  0.081
H -4.179 6.257 -0.125  0.082
H -3.276 5.162 -1.171  0.070
H -6.315 3.632 1.043  0.015
H -5.784 1.410 -1.143  0.105
H -6.987 1.972 0.006  0.130
H -6.465 -0.791 -1.053  0.112
H -7.124 -0.653 0.585  0.140
H -8.366 -1.359 -2.277  0.119
H -8.929 -1.759 -0.611  0.146
H -10.526 -2.646 -2.051  0.125
H -11.930 -1.614 -2.286  0.129
H -9.425 -1.924 -4.002  0.097
H -11.081 -2.325 -4.492  0.123
H -9.897 0.198 -4.237  0.078
C 11.987 1.480 0.302  -0.042
C 11.305 1.941 -0.992  -0.444
C 10.172 2.968 -0.885  -0.306
F 9.158 2.505 -0.125  0.090
F 9.697 3.210 -2.126  0.103
F 10.906 0.879 -1.717  0.140
F 12.279 2.589 -1.701  0.098
O 11.559 0.265 0.883  0.056
C 10.508 0.200 1.750  -0.548
C 9.338 -0.627 1.195  -0.280
F 8.961 -0.172 -0.017  0.092
F 8.291 -0.506 2.038  0.100
F 10.101 1.418 2.150  0.150
F 10.934 -0.464 2.849  0.144
H 13.014 1.278 0.004  0.150
H 12.020 2.288 1.035  0.148
H 10.546 3.903 -0.460  0.173
H 9.626 -1.676 1.110  0.177
C 3.789 6.066 3.035  -0.041
C 4.724 5.591 1.916  -0.443
C 5.994 6.402 1.644  -0.305
F 5.703 7.674 1.311  0.099
F 6.654 5.830 0.612  0.098
F 4.031 5.406 0.773  0.131
F 5.185 4.371 2.324  0.094
O 2.666 6.842 2.674  0.054
C 2.722 8.199 2.542  -0.548
C 2.444 8.662 1.103  -0.287
F 3.267 8.050 0.233  0.102
F 2.656 9.994 1.035  0.103
F 3.874 8.710 3.011  0.152
F 1.718 8.713 3.289  0.142
H 3.356 5.147 3.427  0.151
H 4.354 6.525 3.847  0.149
H 6.641 6.394 2.525  0.174
H 1.408 8.442 0.841  0.175
C 4.518 -6.474 6.249  -0.044
C 3.925 -7.885 6.164  -0.444
C 4.885 -9.053 5.920  -0.308
F 5.554 -8.904 4.760  0.098
F 4.164 -10.194 5.853  0.099
F 2.914 -7.920 5.275  0.140
F 3.401 -8.133 7.403  0.096
O 4.480 -5.669 5.091  0.043
C 5.452 -5.703 4.136  -0.555
C 4.928 -6.198 2.778  -0.289
F 4.324 -7.396 2.900  0.101
F 5.979 -6.329 1.937  0.099
F 6.536 -6.395 4.535  0.149
F 5.843 -4.427 3.920  0.122
H 3.866 -5.953 6.948  0.151
H 5.513 -6.496 6.694  0.148
H 5.599 -9.135 6.744  0.173
H 4.221 -5.470 2.373  0.134
C -5.870 0.796 -5.749  -0.065
C -6.326 -0.144 -4.628  -0.427
C -5.267 -1.004 -3.931  -0.410
F -4.645 -1.823 -4.800  0.087
F -5.890 -1.768 -2.997  0.069
F -7.359 -0.911 -5.045  0.132
F -6.800 0.670 -3.635  0.103
O -6.016 0.353 -7.081  0.057
C -5.070 -0.399 -7.713  -0.546
C -5.585 -1.799 -8.084  -0.284
F -6.074 -2.434 -7.002  0.101
F -4.552 -2.518 -8.577  0.102
F -3.920 -0.463 -7.019  0.134
F -4.798 0.211 -8.890  0.143
H -6.551 1.643 -5.680  0.154
H -4.866 1.175 -5.554  0.048
H -4.530 -0.369 -3.430  -0.042
H -6.367 -1.714 -8.841  0.175



2.
C52H64N6O4P2SSe2Si2TeV | ωB97M-V with the def2-TZVPD basis set

Its spin multiplicity is 2. Its HOMO energy (alpha / beta) is -11.67 / -11.67 eV. The value obtained for the LUMO energy (alpha / beta) is -6.519 / -6.100 eV. The total energy comes out at -280922.266 eV. As for the total charge: +2. The expectation value of S² is 0.7738.

Last column: Löwdin charge in e.
Atoms and positions in Å:
V 0.614 -0.204 1.269  0.652
O -2.380 -1.904 0.083  -0.097
C -3.058 -2.549 1.128  -0.197
C -2.176 -2.785 2.323  -0.241
C -2.589 -3.814 3.166  -0.008
C -1.912 -4.055 4.343  -0.031
C -0.839 -3.239 4.655  -0.029
C -0.508 -2.228 3.777  -0.175
N -1.133 -1.994 2.616  0.045
H -3.040 -1.578 -0.538  0.099
H -3.449 -3.512 0.789  0.129
H -3.906 -1.937 1.458  0.127
H -3.452 -4.410 2.897  0.125
H -2.222 -4.847 5.012  0.121
H -0.276 -3.372 5.568  0.118
H 0.306 -1.559 4.027  0.075
C 4.267 -4.923 -0.658  -0.055
C 3.134 -4.904 0.364  -0.218
N 3.435 -4.036 1.497  -0.092
C 4.552 -4.463 2.361  -0.179
C 5.835 -3.664 2.156  -0.058
C 2.751 -2.933 1.793  -0.549
S 1.298 -2.581 0.852  0.812
N 3.181 -2.253 2.849  0.142
C 2.693 -1.120 3.300  -0.376
O 1.779 -0.434 2.719  -0.296
C 3.241 -0.600 4.560  -0.134
C 2.818 0.648 5.027  -0.012
C 3.307 1.144 6.220  -0.051
C 4.222 0.401 6.956  -0.048
C 4.651 -0.836 6.492  -0.054
C 4.168 -1.338 5.298  -0.007
H 3.966 -5.501 -1.531  0.068
H 5.167 -5.378 -0.246  0.080
H 4.514 -3.910 -0.982  0.084
H 2.961 -5.914 0.743  0.138
H 2.213 -4.562 -0.098  0.027
H 4.728 -5.516 2.144  0.124
H 4.225 -4.375 3.395  0.116
H 6.211 -3.770 1.139  0.069
H 6.600 -4.026 2.842  0.087
H 5.663 -2.610 2.360  0.067
H 2.109 1.224 4.447  0.075
H 2.980 2.110 6.580  0.114
H 4.603 0.789 7.891  0.116
H 5.366 -1.406 7.070  0.114
H 4.499 -2.299 4.931  0.106
Se -3.455 4.977 -0.020  0.406
P -2.945 3.665 -1.599  0.584
C -1.835 4.493 -2.772  -0.345
C -0.632 4.907 -2.196  -0.122
C 0.263 5.669 -2.922  -0.069
C -0.036 6.033 -4.229  -0.061
C -1.231 5.628 -4.802  -0.061
C -2.135 4.863 -4.077  -0.062
C -4.443 2.863 -2.245  -0.340
C -5.007 3.045 -3.501  -0.063
C -6.245 2.484 -3.790  -0.061
C -6.921 1.745 -2.834  -0.063
C -6.358 1.558 -1.578  -0.066
C -5.129 2.118 -1.284  -0.114
C -1.944 2.262 -1.020  -0.369
C -1.516 1.838 0.249  -0.378
N -0.830 0.687 0.045  -0.127
N -0.824 0.455 -1.267  -0.183
N -1.478 1.375 -1.911  0.070
P -1.573 2.526 1.916  0.742
Se -0.497 1.085 3.109  0.684
C -3.282 2.500 2.501  -0.387
C -3.905 3.484 3.257  -0.086
C -5.196 3.273 3.714  -0.045
C -5.857 2.088 3.430  -0.047
C -5.226 1.095 2.692  -0.061
C -3.936 1.296 2.235  -0.122
C -0.561 4.033 1.871  -0.375
C -0.885 5.235 2.485  -0.091
C 0.011 6.292 2.437  -0.045
C 1.224 6.152 1.782  -0.048
C 1.557 4.945 1.182  -0.061
C 0.671 3.883 1.233  -0.119
H -0.412 4.649 -1.166  0.082
H 1.187 5.997 -2.463  0.111
H 0.656 6.643 -4.794  0.112
H -1.475 5.921 -5.814  0.113
H -3.060 4.575 -4.548  0.079
H -4.507 3.616 -4.265  0.078
H -6.685 2.639 -4.766  0.114
H -7.892 1.325 -3.060  0.113
H -6.888 0.995 -0.820  0.107
H -4.706 2.006 -0.294  0.075
H -3.406 4.415 3.480  0.090
H -5.689 4.041 4.294  0.119
H -6.865 1.932 3.791  0.117
H -5.742 0.168 2.479  0.110
H -3.422 0.519 1.678  0.090
H -1.834 5.365 2.982  0.085
H -0.246 7.228 2.912  0.119
H 1.916 6.982 1.740  0.116
H 2.508 4.827 0.679  0.114
H 0.943 2.938 0.778  0.092
O 1.572 0.012 0.035  -0.441
O 1.964 -0.400 -1.219  -0.406
C 1.691 2.189 -3.138  -0.161
Si 1.906 0.622 -4.161  0.490
C 3.599 -0.178 -3.933  -0.168
C 1.652 1.031 -5.980  -0.169
C 0.455 -0.605 -3.787  -0.434
Te 0.503 -1.609 -1.933  1.746
C 1.879 -3.042 -2.663  -0.439
Si 0.672 -4.519 -2.959  0.436
C -0.600 -3.928 -4.226  -0.183
C -0.301 -4.928 -1.385  -0.190
C 1.665 -6.006 -3.527  -0.159
H 2.264 3.004 -3.586  0.043
H 2.038 2.070 -2.110  0.023
H 0.645 2.499 -3.116  0.012
H 4.368 0.575 -4.118  0.046
H 3.765 -0.985 -4.649  0.038
H 3.753 -0.567 -2.927  0.015
H 2.439 1.708 -6.319  0.042
H 0.694 1.527 -6.152  0.039
H 1.689 0.144 -6.615  0.037
H 0.441 -1.380 -4.553  0.015
H -0.485 -0.052 -3.824  0.018
H 2.641 -3.272 -1.923  -0.005
H 2.345 -2.721 -3.592  0.027
H -1.147 -3.056 -3.854  0.012
H -1.333 -4.710 -4.424  0.048
H -0.147 -3.662 -5.183  0.045
H -0.521 -4.046 -0.788  -0.043
H 0.219 -5.642 -0.745  0.036
H -1.252 -5.389 -1.664  0.047
H 2.328 -5.765 -4.360  0.043
H 0.987 -6.793 -3.864  0.045
H 2.270 -6.428 -2.722  0.021



3.
C52H65InN8OTe | ωB97M-V with the def2-TZVPD basis set

Its spin multiplicity is 2. The calculation puts the energy above the lowest of the compared OMol25 structures with the same formula, charge and spin at 2.8 kcal/mol. Its HOMO energy (alpha / beta) is -9.29 / -9.29 eV. The value obtained for the LUMO energy (alpha / beta) is -2.306 / -3.031 eV. The total energy comes out at -81407.475 eV. As for the total charge: +1. The expectation value of S² is 0.7582.

Last column: Löwdin charge in e.
Atoms and positions in Å:
In -0.163 -0.073 -2.001  0.920
C 1.469 4.388 -3.526  -0.018
N 2.339 3.502 -2.774  -0.145
C 3.757 3.799 -2.863  -0.036
C 1.896 2.371 -2.155  -0.363
N 0.941 1.596 -2.672  0.050
C 0.717 1.660 -4.092  -0.244
C 1.775 1.527 -4.947  -0.016
C 1.644 1.844 -6.314  -0.051
C 0.468 2.354 -6.775  -0.021
C -0.671 2.433 -5.932  -0.154
C -1.886 2.977 -6.417  -0.028
C -2.986 3.026 -5.613  -0.058
C -2.960 2.414 -4.346  -0.022
C -1.823 1.809 -3.873  -0.228
N -1.886 0.984 -2.727  0.045
C -2.929 0.138 -2.585  -0.389
N -3.284 -0.219 -1.338  -0.122
C -3.708 -1.579 -1.021  -0.018
C -2.969 0.608 -0.183  -0.035
N -3.573 -0.433 -3.619  -0.123
C -2.906 -0.730 -4.878  -0.003
C -4.985 -0.770 -3.562  -0.029
C -0.592 1.959 -4.598  -0.064
N 2.439 2.092 -0.961  -0.105
C 2.269 0.806 -0.315  -0.068
C 2.939 3.153 -0.091  -0.014
H 1.667 4.339 -4.600  0.099
H 1.639 5.412 -3.182  0.103
H 0.427 4.141 -3.350  0.082
H 4.051 3.827 -3.916  0.099
H 4.336 3.028 -2.361  0.095
H 3.991 4.767 -2.413  0.098
H 2.742 1.246 -4.548  0.129
H 2.495 1.736 -6.972  0.113
H 0.375 2.691 -7.799  0.120
H -1.914 3.367 -7.425  0.118
H -3.902 3.480 -5.964  0.112
H -3.870 2.353 -3.763  0.126
H -3.564 -2.225 -1.883  0.100
H -4.752 -1.607 -0.707  0.100
H -3.072 -1.944 -0.213  0.091
H -2.762 1.629 -0.495  0.080
H -2.110 0.201 0.362  0.060
H -3.827 0.604 0.492  0.105
H -1.830 -0.769 -4.730  0.085
H -3.153 0.002 -5.650  0.098
H -3.233 -1.718 -5.201  0.107
H -5.428 -0.377 -2.652  0.095
H -5.140 -1.849 -3.602  0.099
H -5.486 -0.315 -4.420  0.101
H 2.443 -0.018 -1.009  0.084
H 1.282 0.712 0.156  0.031
H 3.004 0.710 0.484  0.104
H 2.647 4.124 -0.477  0.095
H 4.025 3.105 0.007  0.102
H 2.486 3.026 0.891  0.075
C 1.228 -1.118 8.567  -0.044
C 1.005 -1.244 7.088  -0.263
C 2.070 -1.249 6.195  -0.010
C 1.876 -1.373 4.827  -0.310
C 3.085 -1.390 3.931  -0.077
C 0.573 -1.488 4.322  -0.431
Te 0.276 -1.534 2.213  1.423
N -0.248 -1.697 -0.762  -0.056
C -0.367 -2.476 -1.795  -0.634
O -0.375 -1.989 -3.023  -0.137
C -0.492 -3.946 -1.638  -0.163
C -0.899 -4.485 -0.420  -0.038
C -0.982 -5.858 -0.263  -0.072
C -0.650 -6.697 -1.318  -0.074
C -0.249 -6.163 -2.535  -0.072
C -0.178 -4.789 -2.699  -0.019
C 1.028 -3.511 2.041  -0.473
C 0.478 -4.461 2.897  -0.132
C 0.871 -5.787 2.830  -0.088
C 1.810 -6.173 1.886  -0.080
C 2.365 -5.225 1.044  -0.044
C 1.996 -3.882 1.109  -0.319
C 2.676 -2.889 0.211  -0.068
C -0.511 -1.505 5.205  -0.339
C -1.951 -1.662 4.786  -0.083
C -0.272 -1.383 6.572  -0.031
H 2.264 -0.873 8.791  0.075
H 0.986 -2.051 9.077  0.086
H 0.594 -0.341 8.994  0.081
H 3.080 -1.161 6.577  0.116
H 3.997 -1.445 4.523  0.081
H 3.131 -0.488 3.314  0.057
H 3.067 -2.245 3.253  0.056
H -1.137 -3.820 0.400  0.087
H -1.295 -6.273 0.685  0.105
H -0.703 -7.770 -1.191  0.105
H 0.005 -6.818 -3.356  0.104
H 0.126 -4.355 -3.642  0.114
H -0.260 -4.158 3.629  0.096
H 0.441 -6.512 3.508  0.106
H 2.116 -7.208 1.810  0.107
H 3.111 -5.525 0.319  0.113
H 3.443 -3.377 -0.388  0.083
H 3.150 -2.103 0.805  0.063
H 1.956 -2.415 -0.458  0.037
H -2.064 -1.791 3.711  0.006
H -2.534 -0.790 5.088  0.081
H -2.390 -2.529 5.282  0.085
H -1.119 -1.393 7.249  0.127
C 1.479 2.547 3.833  -0.074
N 0.071 2.787 4.075  -0.261
C -0.366 2.139 5.300  -0.074
C -0.731 2.394 2.934  -0.173
C -0.619 3.385 1.799  -0.220
C -0.558 4.765 2.023  -0.020
C -0.492 5.656 0.964  -0.070
C -0.497 5.208 -0.351  -0.081
C -0.550 3.840 -0.615  -0.107
C -0.583 3.018 0.479  0.080
H 2.070 2.921 4.669  0.093
H 1.794 3.081 2.935  0.064
H 1.700 1.473 3.703  0.078
H 0.231 2.505 6.135  0.091
H -0.260 1.047 5.263  0.069
H -1.410 2.386 5.495  0.090
H -1.777 2.344 3.249  0.132
H -0.463 1.390 2.557  0.075
H -0.553 5.115 3.048  0.122
H -0.451 6.718 1.166  0.108
H -0.472 5.916 -1.170  0.105
H -0.584 3.459 -1.627  0.072